[1]
Density functional theory data (the ωB97M-V functional and the def2-TZVPD basis) for C16H17BMnN8O2 as an isolated structure.

Each line ends with the Löwdin spin population.
Atoms and positions in Å:
Mn  -0.13562  -0.07656  -0.06428  2.9813
N  2.83755  0.98326  -0.46710  0.0069
C  2.79398  -0.21475  0.22558  0.0097
C  3.95231  -0.66578  0.86315  -0.0023
C  3.93190  -1.88082  1.50959  0.0084
C  2.76745  -2.64464  1.47324  -0.0009
C  1.66434  -2.12723  0.84348  0.0051
N  1.64774  -0.90597  0.26659  -0.0083
C  2.06296  1.32898  -1.56323  0.0091
C  2.56515  2.24786  -2.48746  -0.0002
C  1.83786  2.51273  -3.62711  0.0045
C  0.63317  1.84403  -3.83409  0.0003
C  0.18312  0.99495  -2.85303  0.0048
N  0.86319  0.76279  -1.71356  0.0014
H  3.71341  1.47504  -0.40229  0.0002
H  4.85486  -0.07105  0.82690  -0.0004
H  4.81533  -2.24332  2.01633  0.0004
H  2.71793  -3.62151  1.93012  -0.0001
H  0.74650  -2.69407  0.77599  -0.0006
H  3.51950  2.72508  -2.31018  -0.0001
H  2.21066  3.21599  -4.35870  0.0002
H  0.04810  2.00267  -4.72727  -0.0001
H  -0.76175  0.47662  -2.95228  0.0010
B  -3.69994  -0.42841  0.68493  0.0177
N  -1.50729  -1.79889  1.70737  0.0401
C  -1.75598  -2.44717  2.85617  -0.0016
C  -1.10023  -1.74719  3.84220  0.0075
C  -0.48038  -0.67766  3.18482  0.0057
N  -0.74871  -0.69903  1.88652  0.0243
N  -3.03363  0.65214  -0.26902  0.0079
C  -3.76892  1.55655  -0.91212  0.0083
C  -2.95867  2.61163  -1.31657  0.0069
C  -1.69666  2.25174  -0.88629  0.0096
N  -1.74085  1.06601  -0.24347  0.0021
H  -4.87594  -0.39762  0.50948  0.0021
H  -3.35663  -0.15516  1.80628  0.0002
H  -2.37321  -3.32845  2.87917  0.0001
H  -1.07578  -1.97298  4.89273  0.0005
H  0.11319  0.11412  3.61025  0.0014
H  -4.82980  1.41174  -1.01639  0.0006
H  -3.25548  3.49798  -1.84770  0.0003
H  -0.77812  2.81097  -0.96348  0.0013
O  -3.30984  -1.83755  0.29394  0.0836
N  -2.01267  -2.13486  0.44224  0.3681
O  -1.22410  -1.77223  -0.51147  0.3929

The HOMO energy (alpha / beta) comes out at -11.7 / -10.8 eV. Its total energy is -64872.1536 eV. For the orbital gap (alpha / beta), the calculation gives 8.7 / 6.5 eV. The value obtained for the energy above the lowest of the compared OMol25 structures with the same formula, charge and spin is 240.6 kJ/mol. As for the multiplicity: 5. As for the charge: +1.


[2]
Density functional theory data (the ωB97M-V functional and the def2-TZVPD basis) for one molecule with the formula C16H25NO4Si.

Each line ends with the natural charge from an NBO analysis.
Atoms and positions in Å:
C  0.85342  3.17257  1.02592  -0.6745
C  0.57492  1.75019  0.82229  0.2169
N  1.25895  0.99691  -0.07712  0.3291
O  2.17457  1.44103  -0.81375  -0.5075
O  0.93095  -0.36983  -0.17610  -0.3897
C  -0.46544  -0.49228  -0.39810  0.5654
O  -0.89919  0.25629  -1.55233  -0.8980
Si  -0.04477  0.37962  -2.99415  1.9195
C  0.29104  2.15394  -3.37103  -1.1487
C  1.57265  -0.48574  -2.96470  -1.1744
C  -1.01050  -0.17859  -4.46396  -1.1542
C  -0.84668  -1.98133  -0.58180  -0.4407
C  -0.59813  -2.80665  0.68065  -0.4102
C  -1.27657  -2.20389  1.95079  -0.4141
C  -2.11365  -0.90951  1.62947  -0.4081
C  -1.28759  0.10333  0.82597  -0.2461
C  -0.42060  1.03968  1.67613  -0.2837
C  0.31755  0.28945  2.73976  -0.1154
C  1.63769  -0.17662  2.69587  -0.3159
C  1.93944  -0.65937  3.91545  0.0879
O  0.85731  -0.57062  4.75375  -0.3988
C  -0.09974  0.05898  4.03594  0.0930
H  1.04977  3.42772  2.07162  0.2356
H  1.75780  3.45136  0.47991  0.2597
H  0.03628  3.80491  0.65873  0.2365
H  0.63205  2.62014  -2.45137  0.2426
H  1.08187  2.15957  -4.10346  0.2375
H  -0.62289  2.67009  -3.72072  0.2291
H  2.28249  -0.16028  -3.75511  0.2464
H  1.37481  -1.56658  -3.07746  0.2209
H  2.03749  -0.28098  -2.02825  0.2728
H  -0.66691  0.43062  -5.31626  0.2428
H  -0.85215  -1.23154  -4.67794  0.2322
H  -2.07788  -0.08940  -4.27145  0.2398
H  -1.86801  -2.10815  -0.94901  0.2275
H  -0.25569  -2.40234  -1.39164  0.2233
H  0.50866  -2.87906  0.83220  0.2113
H  -0.90081  -3.85010  0.51518  0.2153
H  -0.48503  -1.94634  2.62719  0.2177
H  -1.88759  -2.92497  2.48501  0.2113
H  -3.07246  -1.16369  1.13360  0.2163
H  -2.45536  -0.44705  2.59086  0.2123
H  -2.00479  0.76460  0.30644  0.2423
H  -1.05941  1.82170  2.17616  0.2394
H  2.25061  -0.13896  1.83182  0.2391
H  2.91842  -1.08897  4.24568  0.2150
H  -1.06690  0.32011  4.42933  0.2011

The HOMO energy comes out at -8.5 eV. Its total energy is -34552.9833 eV. For the orbital gap, the calculation gives 9.1 eV. The value obtained for the energy above the lowest of the compared OMol25 structures with the same formula, charge and spin is 188.4 kJ/mol. As for the charge: 0.


[3]
Density functional theory data (the ωB97M-V functional and the def2-TZVPD basis) for C45H56N7ORe as an isolated structure.

Each line ends with the Löwdin spin population.
Atoms and positions in Å:
Re  0.50860  0.01147  -0.02639  0.6205
C  0.02340  -0.51923  3.01751  0.0076
N  1.09150  0.07597  2.20561  0.0127
C  1.41130  1.40907  2.74441  0.0011
C  2.33190  -0.70093  2.23081  0.0253
C  2.81040  -1.28383  3.38801  -0.0022
C  4.01810  -1.96943  3.38141  0.0336
C  4.73380  -2.08883  2.20241  -0.0016
C  4.27710  -1.50423  1.04031  0.0265
C  3.08320  -0.76403  1.03041  0.0064
N  2.50380  -0.19183  -0.07699  0.0973
C  3.15900  0.01147  -1.26879  0.0047
C  4.54480  0.19887  -1.40499  0.0210
C  5.12440  0.26397  -2.65539  -0.0021
C  4.33960  0.15837  -3.79569  0.0274
C  2.95890  0.07967  -3.68069  -0.0019
C  2.35660  0.05307  -2.43569  0.0214
N  0.89740  0.05717  -2.28929  0.0066
C  0.29660  -1.14773  -2.88549  0.0096
C  0.35570  1.24037  -2.97949  0.0008
H  0.23870  -0.44963  4.08681  0.0019
H  -0.10220  -1.56793  2.75531  0.0003
H  -0.91170  0.00867  2.82531  0.0009
H  1.75450  1.32427  3.77881  -0.0005
H  0.53100  2.04927  2.72291  0.0000
H  2.21100  1.86697  2.16561  -0.0001
H  2.25970  -1.20983  4.31141  -0.0006
H  4.38870  -2.40633  4.29211  0.0017
H  5.65510  -2.64663  2.18571  -0.0006
H  4.83010  -1.64833  0.12891  0.0012
H  5.15080  0.33177  -0.52359  0.0007
H  6.19130  0.39207  -2.73989  -0.0005
H  4.79730  0.17647  -4.77049  0.0013
H  2.36630  0.04117  -4.58029  -0.0004
H  0.41380  -1.15813  -3.97179  0.0020
H  -0.76930  -1.16553  -2.65599  0.0006
H  0.76620  -2.04343  -2.48069  0.0002
H  0.55260  1.19007  -4.05369  -0.0005
H  0.82420  2.14877  -2.60249  0.0000
H  -0.72390  1.29377  -2.84119  0.0001
C  -6.42240  0.59057  1.27901  -0.0001
C  -5.80000  1.22617  0.02081  -0.0001
C  -6.45060  0.59427  -1.22309  -0.0001
C  -6.10420  2.72647  0.02811  0.0000
C  -4.32430  0.92547  0.01171  -0.0010
C  -3.85060  -0.39433  -0.01159  0.0015
C  -2.49710  -0.64523  -0.02899  -0.0026
N  -1.56980  0.31797  -0.02809  0.0026
C  -1.99680  1.60457  -0.00109  -0.0004
C  -3.34520  1.92297  0.02281  0.0002
C  -0.91150  2.59837  -0.00499  0.0091
C  -1.11080  3.97027  0.02711  -0.0016
C  -0.03900  4.86477  0.00381  0.0131
C  1.23690  4.28497  -0.06339  -0.0017
C  1.37360  2.91877  -0.09309  0.0070
N  0.33710  2.06977  -0.05099  -0.0012
C  -0.20270  6.35967  0.02661  0.0017
C  0.48180  6.93507  -1.22579  0.0011
C  0.49060  6.90327  1.28931  0.0012
C  -1.66440  6.80857  0.03681  0.0000
H  -7.48960  0.79317  1.28071  0.0000
H  -5.99220  1.01807  2.18161  0.0000
H  -6.28510  -0.48653  1.29761  0.0000
H  -7.51800  0.79577  -1.20219  0.0000
H  -6.31380  -0.48303  -1.25029  0.0000
H  -6.04070  1.02547  -2.13379  0.0000
H  -7.18220  2.86997  0.03521  0.0000
H  -5.71780  3.21637  -0.86419  0.0000
H  -5.70600  3.21167  0.91771  0.0000
H  -4.53180  -1.22943  -0.01749  0.0001
H  -2.11840  -1.65873  -0.03839  -0.0002
H  -3.63720  2.95817  0.04251  0.0000
H  -2.11430  4.35407  0.06771  -0.0003
H  2.12660  4.89197  -0.09219  -0.0003
H  2.35590  2.46847  -0.15969  -0.0002
H  1.54390  6.70967  -1.24979  0.0000
H  0.36770  8.01477  -1.22669  0.0002
H  0.01790  6.54127  -2.12789  0.0000
H  1.54890  6.66027  1.30871  0.0000
H  0.02240  6.50607  2.18721  0.0000
H  0.39260  7.98447  1.30461  0.0002
H  -2.19200  6.47267  -0.85329  0.0000
H  -1.69710  7.89437  0.04101  0.0000
H  -2.18720  6.46607  0.92721  0.0000
C  2.21460  -6.51723  0.54001  0.0005
N  1.99230  -5.22753  -0.04899  0.0054
N  0.94290  -4.42763  0.28101  0.0057
C  1.21890  -3.13603  -0.13649  -0.0001
O  0.43060  -2.16993  0.09421  0.0321
C  2.46240  -3.20783  -0.80459  0.0049
C  2.91410  -4.50703  -0.71639  -0.0008
C  4.16160  -5.11013  -1.22269  -0.0003
C  -0.33840  -4.95073  0.57041  0.0003
C  -1.18570  -4.25383  1.42491  0.0005
C  -2.46550  -4.72653  1.65001  -0.0001
C  -2.90270  -5.89003  1.03351  0.0006
C  -2.05780  -6.57413  0.17081  0.0000
C  -0.77820  -6.11083  -0.06759  0.0005
H  1.38740  -6.77023  1.19991  0.0000
H  3.13620  -6.49483  1.12781  0.0002
H  2.31910  -7.28323  -0.22819  0.0002
H  2.96440  -2.41253  -1.31169  0.0003
H  4.73500  -4.38353  -1.79229  0.0000
H  3.93550  -5.95923  -1.86729  -0.0001
H  4.77870  -5.47993  -0.40369  -0.0001
H  -0.83860  -3.35153  1.90321  0.0000
H  -3.11730  -4.18793  2.32111  0.0000
H  -3.89990  -6.25903  1.21461  0.0000
H  -2.39820  -7.46763  -0.33099  0.0000
H  -0.14470  -6.63563  -0.76679  0.0000

The HOMO energy (alpha / beta) comes out at -15.6 / -15.6 eV. Its total energy is -62160.9066 eV. For the orbital gap (alpha / beta), the calculation gives 5.9 / 5.7 eV. The value obtained for the energy above the lowest of the compared OMol25 structures with the same formula, charge and spin is 132.9 kJ/mol. As for the multiplicity: 2. As for the charge: +3.


[4]
Density functional theory data (the ωB97M-V functional and the def2-TZVPD basis) for C12H18CaN2O2PS4 as an isolated structure.

Each line ends with the Löwdin spin population.
Atoms and positions in Å:
Ca  -0.59647  -1.03298  -1.24895  0.0083
C  3.90959  -1.77500  3.62638  0.0000
C  2.56000  -2.23062  3.13305  0.0000
O  2.56259  -2.28075  1.67961  0.0002
P  1.72985  -1.20882  0.86337  0.0003
S  2.05385  -1.53328  -1.07830  0.0006
S  -0.19038  -1.17137  1.40987  0.0011
O  2.43610  0.14311  1.33625  0.0000
C  1.97688  1.42515  0.86025  0.0002
C  2.01019  2.40313  2.00612  0.0002
H  3.92614  -1.78498  4.71778  0.0000
H  4.12016  -0.76130  3.28838  0.0000
H  4.69877  -2.43516  3.26787  0.0000
H  1.75868  -1.57443  3.47527  0.0000
H  2.32266  -3.24303  3.45636  0.0000
H  0.96034  1.32983  0.46838  0.0001
H  2.63760  1.71676  0.04314  0.0000
H  1.31598  2.09490  2.78767  0.0000
H  1.71733  3.39514  1.65905  0.0003
H  3.01153  2.46970  2.43157  0.0000
C  -3.76142  -3.37888  -1.67109  -0.0024
C  -3.87901  -1.89021  -1.60727  -0.0146
N  -2.86145  -1.08893  -1.72750  0.0039
C  -3.23014  0.27398  -1.62721  0.1059
C  -4.60936  0.42613  -1.41183  0.2595
S  -5.37890  -1.11794  -1.35171  0.1252
C  -2.28226  1.31653  -1.74997  0.1086
C  -2.53682  2.69102  -1.58830  0.2555
S  -1.11846  3.60130  -1.94967  0.1202
C  -0.25876  2.16868  -2.28658  -0.0178
N  -0.94698  1.07287  -2.14691  0.0076
C  1.16415  2.19127  -2.74793  -0.0036
H  -2.71841  -3.67295  -1.78779  0.0000
H  -4.31990  -3.77918  -2.51819  -0.0009
H  -4.14661  -3.84984  -0.76618  -0.0005
H  -5.17025  1.34172  -1.36202  0.0221
H  -3.44862  3.16000  -1.26588  0.0218
H  1.69659  3.05433  -2.34940  0.0001
H  1.20173  2.24773  -3.83728  -0.0016
H  1.68348  1.28637  -2.43043  -0.0005

The HOMO energy (alpha / beta) comes out at -4.2 / -7.3 eV. Its total energy is -90884.2310 eV. For the orbital gap (alpha / beta), the calculation gives 4.2 / 7.3 eV. The value obtained for the energy above the lowest of the compared OMol25 structures with the same formula, charge and spin is 0.0 kJ/mol. As for the multiplicity: 2. As for the charge: 0.